A molecular structure, C14H25CrN5S2. Source: OMol25; level of theory: ωB97M-V/def2-TZVPD.

Results
- expectation value of S² = 3.853
- largest force on an atom (eV/Å) = 3.2
- HOMO-LUMO gap (spin up / spin down) (hartree) = 0.2433 / 0.2454
- charge = +3
- 2S+1 = 4

Positions of all 47 atoms, in Å:
Cr 0.518328 -0.127160 -0.162374
S -0.699272 1.980497 -0.388349
S -0.066866 -2.423724 -0.187182
C -2.529669 1.702960 -0.355779
C -0.504076 2.167336 -2.202855
C -0.918371 0.905141 -2.947725
N -0.162033 -0.235701 -2.347696
C -0.703497 -1.552425 -2.802754
C -0.058198 -2.692044 -2.015639
H 0.555328 2.403161 -2.383361
H -1.115895 3.031798 -2.488877
H -0.658431 0.998689 -4.022160
H -2.000765 0.718477 -2.874553
H -0.497077 -1.692864 -3.881383
H -1.801889 -1.554091 -2.680630
H 0.978831 -2.891417 -2.311086
H -0.649496 -3.612551 -2.122615
C -1.897940 -2.584050 -0.008554
H 0.756542 -0.166530 -2.809123
H -2.435648 -1.634582 -0.105324
H -2.056712 -3.001103 0.989798
H -2.243935 -3.303285 -0.757944
H -2.842998 1.859523 0.682652
H -2.833276 0.701178 -0.684470
H -2.985981 2.474814 -0.992125
C 2.217056 -0.632842 -1.232624
C 2.910176 -0.981423 -0.045552
H 2.324089 0.427438 -1.526904
H 2.147014 -1.344254 -2.050021
H 3.788178 -0.359098 0.182961
H 2.910833 -1.989843 0.392583
N 2.240045 1.497316 3.334181
C 3.127010 2.203057 2.523609
C 2.835194 1.864973 1.228399
N 1.779870 0.969466 1.245963
C 1.452973 0.723898 2.523459
C 0.193499 0.112089 2.812444
N -0.640074 -0.174448 1.792800
C -1.908235 -0.288854 2.339400
C -1.848649 -0.044397 3.685149
N -0.527534 0.220456 3.979438
H 2.286947 1.386683 4.347559
H 3.811859 2.912878 2.909865
H 3.344179 2.156526 0.323898
H -2.794062 -0.524282 1.772018
H -2.649213 0.012745 4.410251
H -0.148145 0.379874 4.911253

Atoms 1-6, force components in eV/Å:
-2.3 0.9 1.1
-0.6 0.1 -0.7
-0.8 -0.3 -1.0
0.2 0.0 0.4
-0.1 0.2 -0.1
-0.1 0.3 0.1